# 1
Molecular formula: C24H42BeN2O9P2S2
Method: DFT, ωB97M-V with the def2-TZVPD basis set

Its spin multiplicity is 1. Its HOMO-LUMO gap is 7.721 eV.

Each line ends with the Löwdin charge.
Geometry (Å):
Be -1.26 -0.09 -1.28  -0.05
C -1.12 2.09 4.09  -0.04
C -1.27 1.10 2.93  -0.41
C -2.45 1.51 2.06  -0.03
O -0.03 1.08 2.23  -0.17
P 0.23 1.15 0.65  0.60
O -0.91 1.14 -0.30  -0.17
C 1.89 0.59 0.08  -0.16
P 1.46 -0.14 -1.53  0.62
O 0.13 -0.67 -1.89  -0.16
O 1.71 1.03 -2.59  -0.15
C 2.86 1.88 -2.66  -0.45
C 2.37 3.32 -2.75  -0.02
C 3.71 1.46 -3.85  -0.04
O 2.60 -1.23 -1.74  -0.16
C 2.47 -2.36 -2.62  -0.42
C 1.53 -3.40 -2.04  -0.03
C 2.07 -1.94 -4.03  -0.04
O 0.52 2.79 0.53  -0.20
C 1.56 3.58 1.07  -0.48
C 2.13 3.05 2.38  -0.04
C 1.01 5.00 1.24  -0.03
H -2.01 2.04 4.72  0.08
H -1.03 3.10 3.69  0.08
H -0.25 1.86 4.69  0.08
H -1.44 0.09 3.33  0.15
H -2.20 2.42 1.52  0.09
H -3.32 1.69 2.69  0.09
H -2.68 0.74 1.34  0.07
H 2.29 -0.16 0.74  0.08
H 2.56 1.43 -0.05  0.06
H 3.47 1.76 -1.76  0.13
H 1.85 3.47 -3.69  0.09
H 3.21 4.01 -2.69  0.09
H 1.67 3.51 -1.94  0.07
H 3.11 1.46 -4.76  0.09
H 4.12 0.47 -3.68  0.07
H 4.54 2.16 -3.97  0.08
H 3.49 -2.77 -2.64  0.14
H 0.51 -3.02 -2.04  0.08
H 1.82 -3.61 -1.01  0.09
H 1.57 -4.32 -2.62  0.09
H 1.10 -1.44 -4.00  0.08
H 1.99 -2.82 -4.67  0.09
H 2.80 -1.27 -4.46  0.07
H 2.37 3.62 0.33  0.12
H 1.41 3.15 3.18  0.07
H 3.03 3.60 2.64  0.09
H 2.38 1.99 2.28  0.06
H 0.19 5.01 1.95  0.08
H 0.65 5.37 0.29  0.08
H 1.79 5.66 1.60  0.08
O 1.88 -1.52 2.68  0.05
C 0.94 -2.42 3.09  -0.24
C 1.16 -3.19 4.23  -0.03
C 0.24 -4.13 4.65  -0.09
C -0.92 -4.33 3.92  -0.09
C -1.15 -3.57 2.80  -0.02
C -0.25 -2.60 2.37  -0.06
C -0.60 -1.77 1.19  -0.38
O 0.23 -0.90 0.74  -0.17
N -1.77 -2.03 0.68  0.01
N -2.15 -1.32 -0.42  -0.07
C -3.39 -1.55 -0.71  -0.83
S -4.18 -0.90 -2.07  1.05
C -5.72 -1.96 -1.77  -0.48
C -5.90 -2.17 -0.29  -0.52
S -4.25 -2.60 0.39  0.96
H 2.60 -1.48 3.33  0.11
H 2.07 -3.05 4.80  0.11
H 0.41 -4.69 5.56  0.10
H -1.64 -5.07 4.23  0.10
H -2.05 -3.69 2.22  0.09
H -5.56 -2.90 -2.29  0.07
H -6.56 -1.44 -2.20  0.07
H -6.58 -2.98 -0.05  0.07
H -6.23 -1.26 0.22  0.07
C -2.17 0.68 -3.70  -0.19
O -2.28 0.22 -2.39  -0.46
H -3.15 1.03 -4.04  0.06
H -1.83 -0.12 -4.37  0.08
H -1.45 1.51 -3.77  0.08

=====

# 2
Molecular formula: C40H40N10O10
Method: DFT, ωB97M-V with the def2-TZVPD basis set

Its spin multiplicity is 1. Its HOMO-LUMO gap is 8.646 eV. Its SMILES is O=[N+]([O-])c1ccccc1.O=[N+]([O-])c1ccccc1.O=[N+]([O-])c1ccccc1.O=[N+]([O-])c1ccccc1.O=[N+]([O-])c1ccccc1.CC#N.CC#N.CC#N.CC#N.CC#N.

Each line ends with the Löwdin charge.
Geometry (Å):
O 3.88 -3.51 -26.83  0.05
N 3.28 -4.50 -26.43  -0.32
O 3.27 -5.59 -27.01  0.06
C 2.63 -4.47 -25.07  -0.11
C 1.95 -5.65 -24.60  -0.01
C 1.21 -5.58 -23.46  -0.08
C 1.13 -4.40 -22.70  -0.05
C 1.88 -3.27 -23.07  -0.05
C 2.56 -3.32 -24.29  -0.01
H 1.91 -6.52 -25.23  0.11
H 0.59 -6.43 -23.23  0.11
H 0.41 -4.42 -21.90  0.11
H 1.84 -2.36 -22.47  0.09
H 3.09 -2.42 -24.56  0.10
O 7.07 -1.88 -31.82  0.06
N 7.20 -2.95 -32.36  -0.35
O 6.35 -3.84 -32.41  0.08
C 8.54 -3.25 -32.84  -0.15
C 9.61 -2.79 -32.05  0.02
C 10.93 -2.91 -32.59  -0.05
C 11.16 -3.84 -33.61  -0.08
C 10.07 -4.44 -34.26  -0.07
C 8.74 -4.08 -33.95  0.01
H 9.48 -2.24 -31.12  0.09
H 11.81 -2.45 -32.19  0.10
H 12.15 -4.11 -33.95  0.10
H 10.33 -5.08 -35.09  0.10
H 7.90 -4.53 -34.47  0.12
O -1.15 -2.32 -23.98  0.06
N -0.98 -1.39 -24.79  -0.31
O -1.20 -0.17 -24.46  0.02
C -0.45 -1.68 -26.09  -0.11
C -0.33 -3.04 -26.60  0.01
C 0.33 -3.25 -27.79  -0.10
C 0.75 -2.20 -28.59  -0.05
C 0.67 -0.85 -28.14  -0.03
C 0.05 -0.60 -26.90  0.01
H -0.64 -3.87 -25.97  0.11
H 0.44 -4.22 -28.25  0.11
H 1.26 -2.46 -29.51  0.10
H 1.13 0.02 -28.60  0.09
H -0.07 0.43 -26.60  0.11
O -1.55 2.36 -29.40  0.07
N -0.44 2.46 -29.90  -0.32
O 0.47 3.10 -29.38  0.05
C -0.20 1.73 -31.21  -0.12
C -1.21 1.00 -31.77  -0.05
C -1.04 0.35 -32.94  -0.09
C 0.19 0.31 -33.61  -0.04
C 1.27 1.09 -33.08  -0.03
C 1.03 1.80 -31.88  -0.02
H -2.14 0.84 -31.24  0.12
H -1.93 -0.06 -33.40  0.11
H 0.27 -0.16 -34.58  0.10
H 2.21 1.07 -33.63  0.08
H 1.92 2.27 -31.48  0.07
O 3.95 1.07 -27.31  0.03
N 4.64 1.11 -26.29  -0.29
O 5.86 1.27 -26.35  0.03
C 4.03 0.73 -24.97  -0.12
C 2.60 0.77 -24.85  0.03
C 2.07 0.24 -23.67  -0.09
C 2.81 0.18 -22.55  -0.10
C 4.22 0.19 -22.62  -0.03
C 4.85 0.45 -23.89  0.00
H 1.93 1.15 -25.61  0.09
H 1.00 0.12 -23.58  0.09
H 2.39 0.13 -21.55  0.11
H 4.84 -0.02 -21.76  0.10
H 5.92 0.34 -23.94  0.11
C 4.61 -1.50 -29.51  -0.04
C 4.03 -0.20 -29.96  -0.22
N 3.54 0.81 -30.22  0.19
H 4.04 -2.33 -29.92  0.08
H 4.68 -1.64 -28.43  0.06
H 5.65 -1.69 -29.80  0.05
C 3.37 4.32 -29.10  -0.06
C 2.79 3.99 -27.79  -0.29
N 2.28 3.75 -26.78  0.14
H 4.45 4.46 -29.10  0.06
H 2.78 5.18 -29.42  0.09
H 3.17 3.42 -29.68  0.04
C 6.63 2.30 -29.11  -0.09
C 6.52 2.98 -30.39  -0.30
N 6.45 3.53 -31.39  0.14
H 7.59 2.47 -28.62  0.08
H 6.36 1.27 -29.31  0.06
H 5.81 2.74 -28.55  0.05
C 8.76 -0.84 -27.98  -0.05
C 9.03 0.06 -29.07  -0.32
N 9.24 0.76 -29.93  0.17
H 7.68 -0.91 -27.82  0.08
H 9.32 -0.40 -27.16  0.09
H 9.09 -1.85 -28.23  0.09
C 5.45 1.14 -33.60  -0.07
C 4.68 -0.08 -33.90  -0.31
N 4.14 -1.04 -34.14  0.14
H 4.87 1.58 -32.78  0.05
H 5.61 1.77 -34.47  0.09
H 6.42 0.87 -33.19  0.08

=====

# 3
Molecular formula: C4H4N2O3
Method: DFT, ωB97M-V with the def2-TZVPD basis set

Its spin multiplicity is 1. Its HOMO-LUMO gap (alpha / beta) is 7.238 / 6.799 eV.

Each line ends with the Löwdin charge.
Geometry (Å):
C 1.49 0.31 -1.45  -0.03
C 2.04 -0.59 -2.12  -0.23
C -0.15 -0.49 -3.68  -0.29
C -0.14 -0.24 0.34  -0.03
N -0.59 0.45 -3.07  -0.02
N 0.55 0.66 -0.61  -0.03
O 2.76 -1.22 -2.83  0.14
O 0.36 -1.22 -4.45  0.17
O -1.20 0.65 -1.98  -0.10
H 0.22 -1.33 0.01  0.15
H 0.18 -0.18 1.45  0.12
H -1.09 -0.04 0.14  0.02
H 0.31 1.55 -0.26  0.14

=====

# 4
Molecular formula: C4H9NO
Method: DFT, ωB97M-V with the def2-TZVPD basis set

Its spin multiplicity is 1. Its HOMO-LUMO gap is 9.129 eV.

Each line ends with the Löwdin charge.
Geometry (Å):
C 2.14 0.62 -0.13  -0.12
O 0.80 0.55 -0.01  -0.20
C 0.30 -0.58 0.47  -0.20
C -1.19 -0.67 0.37  -0.29
C -2.06 0.54 0.23  -0.14
N -1.84 -0.35 -0.90  0.02
H 2.41 1.57 -0.60  0.08
H 2.16 -0.87 -0.73  0.10
H 2.70 0.38 0.78  0.07
H 0.77 -0.97 1.38  0.12
H 1.41 -1.46 -0.51  0.12
H -1.60 -1.54 0.87  0.13
H -1.58 1.52 0.24  0.10
H -3.08 0.53 0.63  0.10
H -1.15 0.06 -1.53  0.09

=====

# 5
Molecular formula: C8H16N2PSSc
Method: DFT, ωB97M-V with the def2-TZVPD basis set

Its spin multiplicity is 1. Its HOMO-LUMO gap (alpha / beta) is 4.394 / 5.248 eV.

Each line ends with the Löwdin charge.
Geometry (Å):
C -0.65 -0.01 -1.55  -0.32
C -1.33 1.25 -1.66  -0.15
C -0.38 2.31 -1.41  -0.14
C 0.87 1.74 -1.12  -0.17
C 0.75 0.28 -1.14  -0.31
Sc -0.52 -0.25 0.80  0.30
P 0.10 -2.62 0.48  0.59
H -0.98 -0.95 -1.99  0.08
H -2.37 1.37 -1.98  0.09
H -0.60 3.38 -1.49  0.09
H 1.59 -0.42 -1.25  0.08
H 1.80 2.26 -0.96  0.09
H 1.32 -3.00 -0.21  -0.10
H -0.97 -3.22 -0.32  -0.09
H 0.08 -3.33 1.73  -0.12
C -1.19 0.83 5.57  -0.08
N -0.90 0.70 4.13  -0.08
C 0.37 0.55 3.66  -0.87
S 0.85 1.21 2.12  0.59
N 1.30 -0.05 4.43  -0.09
C 1.02 -1.23 5.30  -0.08
H -0.26 0.87 6.14  0.08
H -1.80 -0.01 5.89  0.07
H -1.75 1.75 5.73  0.08
H -1.50 1.24 3.51  0.10
H 2.20 -0.13 3.91  0.12
H 1.70 -2.02 4.99  0.08
H 1.23 -0.96 6.33  0.07
H 0.00 -1.58 5.19  0.08

=====

# 6
Molecular formula: C3H2INO2
Method: DFT, ωB97M-V with the def2-TZVPD basis set

Its spin multiplicity is 1. Its HOMO-LUMO gap is 8.203 eV. Its SMILES is [O-][N+]#CI.C#CO.

Each line ends with the Löwdin charge.
Geometry (Å):
O 0.52 -2.77 -1.19  0.07
N 1.02 -1.72 -1.02  -0.26
C 1.21 -0.52 -0.89  -0.51
I 2.92 0.48 -0.03  0.76
C -0.60 1.25 1.48  0.08
C -0.97 0.90 0.40  -0.37
O -1.51 0.27 -0.58  0.06
H -0.12 1.93 2.18  0.04
H -2.45 0.18 -0.36  0.15

=====

# 7
Molecular formula: C54H83ClN14O4
Method: DFT, ωB97M-V with the def2-TZVPD basis set

Its spin multiplicity is 1. Its HOMO-LUMO gap is 3.197 eV. The total charge is +8.

Each line ends with the Löwdin charge.
Geometry (Å):
Cl 4.08 0.24 -5.62  0.81
O 3.13 0.99 -4.89  -0.36
O 5.67 1.71 -3.45  -0.11
O 4.49 -1.07 -5.19  -0.39
O 5.01 0.99 -6.45  -0.39
C -6.76 7.96 -8.12  0.07
N -6.85 8.15 -9.62  -0.07
C -6.87 7.09 -10.44  0.04
C -6.74 7.26 -11.85  0.05
C -6.53 8.50 -12.39  -0.10
C -6.60 9.58 -11.47  0.06
C -6.83 9.41 -10.12  0.03
C -6.21 8.67 -13.86  -0.08
C -6.72 9.77 -14.56  0.04
C -6.36 9.97 -15.82  0.00
N -5.56 9.11 -16.46  -0.06
C -5.08 8.00 -15.87  0.03
C -5.39 7.74 -14.56  0.07
C -5.01 9.53 -17.80  0.06
H -5.99 8.55 -7.66  0.11
H -6.63 6.89 -7.98  0.11
H -7.64 8.31 -7.66  0.10
H -6.86 6.09 -10.08  0.14
H -6.76 6.39 -12.46  0.13
H -6.48 10.55 -11.84  0.11
H -6.76 10.24 -9.36  0.18
H -7.29 10.51 -14.02  0.14
H -6.60 10.91 -16.32  0.17
H -4.61 7.28 -16.51  0.16
H -5.05 6.88 -14.04  0.12
H -4.00 9.09 -17.99  0.13
H -4.82 10.62 -17.81  0.12
H -5.74 9.25 -18.56  0.12
C 6.96 5.77 -9.49  0.06
N 6.74 5.09 -8.15  -0.07
C 7.30 3.85 -7.94  0.03
C 7.19 3.31 -6.69  0.04
C 6.53 4.03 -5.64  -0.11
C 5.97 5.25 -5.96  0.04
C 6.06 5.78 -7.24  0.02
C 6.55 3.63 -4.22  -0.07
C 6.46 4.50 -3.14  0.01
C 6.81 4.09 -1.86  0.01
N 7.14 2.82 -1.48  -0.11
C 7.14 1.83 -2.32  0.00
C 7.03 2.21 -3.87  -0.14
C 7.58 2.56 -0.07  0.04
H 7.17 6.76 -9.19  0.09
H 6.05 5.78 -10.05  0.11
H 7.78 5.41 -10.05  0.10
H 7.81 3.39 -8.75  0.14
H 7.71 2.37 -6.57  0.13
H 5.49 5.81 -5.14  0.13
H 5.77 6.70 -7.54  0.11
H 6.21 5.57 -3.17  0.13
H 6.72 4.78 -1.08  0.12
H 7.25 0.82 -1.96  0.16
H 7.62 1.45 -4.50  0.17
H 6.75 2.07 0.39  0.10
H 7.71 3.54 0.43  0.11
H 8.51 2.01 0.00  0.11
C 1.09 -5.19 -5.22  -0.04
C 2.27 -5.57 -6.14  -0.16
N 2.18 -6.92 -6.65  -0.04
C 2.09 -8.06 -5.90  0.00
C 1.96 -9.10 -6.80  -0.01
N 1.86 -8.60 -8.04  -0.10
C 1.95 -7.27 -7.95  0.03
C 1.71 -9.34 -9.27  0.02
H 0.25 -4.80 -5.73  0.06
H 1.47 -4.39 -4.51  0.11
H 0.84 -6.11 -4.68  0.08
H 3.13 -5.56 -5.50  0.12
H 2.41 -4.93 -6.95  0.12
H 2.13 -8.18 -4.81  0.15
H 1.93 -10.16 -6.60  0.14
H 1.92 -6.68 -8.84  0.17
H 1.84 -10.42 -9.14  0.11
H 2.43 -9.07 -10.05  0.11
H 0.66 -9.18 -9.67  0.13
C 6.76 -4.99 10.93  -0.05
C 6.43 -5.07 9.45  -0.15
N 6.67 -6.45 9.01  -0.07
C 7.70 -6.83 8.19  0.03
C 7.57 -8.18 8.10  -0.06
N 6.51 -8.58 8.70  -0.09
C 5.99 -7.50 9.34  -0.02
C 6.05 -9.97 8.90  0.04
H 6.39 -4.04 11.36  0.10
H 7.86 -5.02 11.02  0.11
H 6.22 -5.73 11.49  0.07
H 7.17 -4.49 8.83  0.14
H 5.41 -4.84 9.19  0.12
H 8.44 -6.18 7.76  0.15
H 8.09 -8.86 7.41  0.17
H 5.08 -7.55 9.97  0.19
H 6.74 -10.35 9.69  0.13
H 6.16 -10.50 7.99  0.08
H 4.96 -10.11 9.19  0.13
C -2.02 11.98 10.84  -0.05
C -0.66 11.83 10.21  -0.20
N -0.26 10.46 10.11  -0.07
C -0.86 9.48 9.42  -0.03
C -0.21 8.31 9.66  0.00
N 0.86 8.61 10.52  -0.07
C 0.82 9.93 10.81  0.05
C 1.86 7.62 11.10  0.04
H -1.93 11.48 11.84  0.11
H -2.76 11.47 10.20  0.08
H -2.32 13.00 10.98  0.09
H 0.01 12.47 10.74  0.13
H -0.62 12.15 9.18  0.13
H -1.67 9.73 8.71  0.16
H -0.51 7.33 9.25  0.15
H 1.49 10.51 11.46  0.18
H 2.39 8.15 11.96  0.12
H 2.59 7.37 10.34  0.09
H 1.38 6.74 11.53  0.10
C 0.43 -13.43 2.59  -0.07
C -0.37 -14.70 2.42  -0.16
N -1.39 -14.74 3.46  -0.06
C -2.70 -14.36 3.23  0.03
C -3.29 -14.50 4.44  -0.02
N -2.42 -15.02 5.36  -0.06
C -1.27 -15.15 4.71  -0.01
C -2.78 -15.37 6.75  0.04
H 0.21 -12.73 1.77  0.08
H 1.54 -13.61 2.59  0.10
H 0.18 -12.84 3.46  0.07
H 0.20 -15.64 2.51  0.14
H -0.84 -14.73 1.46  0.13
H -3.14 -14.05 2.34  0.13
H -4.27 -14.16 4.78  0.15
H -0.36 -15.56 5.13  0.18
H -3.31 -14.52 7.23  0.12
H -1.91 -15.60 7.32  0.09
H -3.40 -16.29 6.82  0.12
C -9.11 -1.12 13.25  -0.06
C -9.63 -1.29 11.81  -0.12
N -9.40 -0.03 11.01  -0.04
C -9.93 1.16 11.28  -0.03
C -9.58 2.03 10.31  -0.01
N -8.78 1.33 9.45  -0.10
C -8.69 0.08 9.86  -0.01
C -8.20 1.90 8.24  0.03
H -9.27 -2.12 13.71  0.10
H -9.61 -0.50 13.95  0.07
H -8.05 -0.89 13.28  0.08
H -10.69 -1.56 11.71  0.14
H -9.08 -2.06 11.30  0.11
H -10.58 1.44 12.15  0.18
H -9.76 3.11 10.27  0.16
H -8.26 -0.75 9.33  0.17
H -8.94 2.13 7.49  0.10
H -7.45 1.17 7.85  0.11
H -7.68 2.81 8.55  0.11

=====

# 8
Molecular formula: C3H3I3O
Method: DFT, ωB97M-V with the def2-TZVPD basis set

Its spin multiplicity is 1. Its HOMO-LUMO gap is 8.384 eV.

Each line ends with the Löwdin charge.
Geometry (Å):
C 1.42 -0.43 0.08  -0.03
C 0.57 0.45 -0.37  -0.44
C -0.80 0.58 0.04  -1.40
O -1.24 -0.47 1.20  -0.95
I -1.23 2.52 0.82  0.85
I -2.09 0.21 -1.61  0.80
I -1.28 -2.31 0.61  0.94
H 2.50 -0.45 -0.22  0.09
H 1.19 -1.06 0.84  -0.03
H 0.97 0.96 -1.39  0.16

=====

Copy entry 3 word for word.
Molecular formula: C4H4N2O3
Method: DFT, ωB97M-V with the def2-TZVPD basis set

Its spin multiplicity is 1. Its HOMO-LUMO gap (alpha / beta) is 7.238 / 6.799 eV.

Each line ends with the Löwdin charge.
Geometry (Å):
C 1.49 0.31 -1.45  -0.03
C 2.04 -0.59 -2.12  -0.23
C -0.15 -0.49 -3.68  -0.29
C -0.14 -0.24 0.34  -0.03
N -0.59 0.45 -3.07  -0.02
N 0.55 0.66 -0.61  -0.03
O 2.76 -1.22 -2.83  0.14
O 0.36 -1.22 -4.45  0.17
O -1.20 0.65 -1.98  -0.10
H 0.22 -1.33 0.01  0.15
H 0.18 -0.18 1.45  0.12
H -1.09 -0.04 0.14  0.02
H 0.31 1.55 -0.26  0.14